# C10H13NOS

The molecule C10H13NOS at a distorted geometry (ωB97M-V/def2-TZVPD, the OMol25 dataset).

Calculated values
**Lowest unoccupied orbital energy**: 0.5 eV
**Max |F|**: 0.104 Eh/bohr
**Frontier orbital gap**: 8.68 eV
**Energy above the lowest of the compared OMol25 structures with the same formula, charge and spin**: 104.5 kcal/mol
**HOMO energy**: -8.189 eV

Cartesian coordinates (Å):
C1 3.16 0.26 -1.00
C2 2.89 -1.09 -0.91
C3 2.30 1.09 -0.25
C4 1.86 -1.70 -0.25
C5 1.16 0.57 0.32
C6 0.87 -0.80 0.23
C7 0.05 1.45 0.98
C8 -1.51 0.19 0.52
C9 -2.95 -0.81 -1.22
C10 -2.00 0.31 -0.92
N1 0.21 1.61 2.39
O1 -0.32 -1.27 2.39
S1 -0.60 -1.37 0.95
H1 4.10 0.52 -1.43
H2 3.60 -1.86 -1.21
H3 2.34 2.15 -0.24
H4 1.50 -2.68 -0.45
H5 -0.05 2.24 0.29
H6 -2.44 0.13 1.19
H7 -2.57 -1.71 -1.25
H8 -3.31 -0.73 -2.30
H9 -3.80 -0.78 -0.57
H10 -2.65 1.13 -1.17
H11 -1.37 0.30 -1.73
H12 -0.59 2.15 2.73
H13 0.11 0.71 2.91

natural (NBO) population analysis, charges in e, atoms 1 to 5: C -0.201; C -0.207; C -0.180; C -0.188; C -0.051